Computed, not measured: an isolated ion of composition C4H11N2 and charge +1 at a distorted geometry, with ωB97M-V/def2-TZVPD.

## Properties
E_LUMO   -3.30 eV
Structure (SMILES)   C[C@@H]1CNC[NH2+]1
HOMO-LUMO gap   10.252 eV
HOMO   -13.55 eV
Charge   +1
Energy above the lowest of the compared OMol25 structures with the same formula, charge and spin   243.2 kJ/mol

Atoms and positions in Å:
1 C -0.363 1.261 -0.312
2 C -1.630 -0.695 -0.037
3 C 0.759 -0.043 -0.360
4 C 2.068 0.227 0.411
5 N -1.464 0.629 0.425
6 N -0.170 -1.240 0.043
7 H -0.214 2.150 0.361
8 H -0.639 1.458 -1.417
9 H -2.362 -1.296 0.607
10 H -2.097 -0.769 -1.087
11 H 0.873 -0.101 -1.464
12 H 2.101 0.097 1.511
13 H 2.537 1.200 0.033
14 H 2.889 -0.477 0.060
15 H -2.159 1.275 0.778
16 H -0.050 -1.680 1.047
17 H -0.077 -1.996 -0.598

Atomic partial charges in e from the Löwdin method, atoms 1 to 6: atom 1 (C): -0.0987, atom 2 (C): -0.1699, atom 3 (C): -0.2091, atom 4 (C): -0.0630, atom 5 (N): -0.0988, atom 6 (N): 0.1027

---

Computed, not measured: an isolated ion of composition C4H11N2 and charge +1 at a distorted geometry, with ωB97M-V/def2-TZVPD.

## Properties
E_LUMO   -3.50 eV
Structure (SMILES)   CC/C(N)=C/[NH3+]
HOMO-LUMO gap   10.391 eV
HOMO   -13.89 eV
Charge   +1
Energy above the lowest of the compared OMol25 structures with the same formula, charge and spin   191.8 kJ/mol

Atoms and positions in Å:
1 C 0.642 -1.886 0.878
2 C -0.692 -1.099 0.906
3 C -0.461 0.104 -0.075
4 C 0.495 0.956 0.267
5 N 0.716 2.085 -0.683
6 N -1.184 0.149 -1.253
7 H 0.854 -2.016 -0.200
8 H 0.547 -2.833 1.410
9 H 1.471 -1.265 1.205
10 H -1.054 -0.507 1.765
11 H -1.577 -1.666 0.575
12 H 1.132 1.019 1.135
13 H 0.351 2.986 -0.362
14 H 1.701 2.307 -0.846
15 H 0.312 1.702 -1.552
16 H -1.139 -0.581 -1.948
17 H -2.113 0.542 -1.222

Atomic partial charges in e from the Löwdin method, atoms 1 to 6: atom 1 (C): -0.0760, atom 2 (C): -0.1652, atom 3 (C): -0.3393, atom 4 (C): -0.0317, atom 5 (N): 0.1887, atom 6 (N): 0.0889

---

Computed, not measured: a 2-piece molecular cluster, C4H11N2 overall at a distorted geometry, with ωB97M-V/def2-TZVPD.

## Properties
E_LUMO   -4.30 eV
HOMO-LUMO gap   8.198 eV
HOMO   -12.50 eV
Charge   +1
Energy above the lowest of the compared OMol25 structures with the same formula, charge and spin   223.6 kJ/mol

Atoms and positions in Å:
1 C 0.339 -2.070 -0.112
2 C 0.466 -0.608 -0.600
3 C 1.257 0.188 0.216
4 N 1.781 1.390 -0.112
5 H 0.268 -2.164 0.994
6 H -0.552 -2.560 -0.562
7 H 1.234 -2.666 -0.421
8 H 0.280 -0.336 -1.653
9 H 1.613 -0.221 1.164
10 H 2.294 1.872 0.577
11 H 1.217 2.017 -0.689
12 C -1.675 -0.121 0.139
13 N -1.950 1.139 0.351
14 H -1.956 -0.510 -0.842
15 H -1.440 -0.766 0.983
16 H -1.891 1.530 1.334
17 H -2.212 1.764 -0.421

Atomic partial charges in e from the Löwdin method, atoms 1 to 6: atom 1 (C): -0.1212, atom 2 (C): -0.2135, atom 3 (C): -0.1766, atom 4 (N): 0.1253, atom 5 (H): 0.0841, atom 6 (H): 0.0824